79
Properties=species:S:1:pos:R:3 method="wB97M-V/def2-TZVPD" total_charge=+1 e_homo_ev=-10.8476 e_tot_ha=-3664.4913 homo_lumo_gap_ha=0.248 max_force_ev_per_a=7.8 e_above_lowest_ev=5.4923
C -4.630 0.453 0.425
C -4.478 0.871 -1.183
C -3.395 -0.128 -1.950
C -3.361 0.094 -3.591
N -1.974 0.320 -4.155
C -1.439 -0.924 -4.870
C -0.613 -1.781 -3.733
C 1.003 -1.538 -3.718
C 1.603 -0.809 -2.382
N 0.847 -1.077 -1.100
C 0.576 0.191 -0.292
N -0.225 -0.240 0.920
C -0.342 -1.753 0.719
N -1.047 -2.514 1.619
Cl -1.278 -4.237 1.511
N 0.333 -2.242 -0.552
F 0.454 -3.477 -1.097
C -2.064 1.363 -5.282
S -3.162 1.209 -6.584
S -0.844 2.821 -5.098
C -0.937 3.189 -3.228
C 0.218 4.269 -2.761
C 0.391 4.084 -1.115
H -3.572 0.590 0.954
H -5.376 1.142 1.007
H -4.893 -0.692 0.522
H -4.134 2.009 -1.208
H -5.555 0.803 -1.648
H -3.722 -1.237 -1.656
H -2.342 0.086 -1.443
H -3.976 -0.756 -4.112
H -3.960 1.108 -3.782
H -2.319 -1.641 -5.239
H -0.807 -0.674 -5.832
H -0.777 -2.931 -4.009
H -1.164 -1.617 -2.715
H 1.590 -2.544 -3.962
H 1.254 -0.814 -4.634
H 2.696 -1.262 -2.219
H 1.761 0.344 -2.523
H 0.888 1.301 -0.504
H -1.491 -2.032 2.444
H -2.037 3.585 -3.046
H -0.832 2.201 -2.606
H 1.217 3.971 -3.319
H -0.168 5.345 -3.030
H -0.367 3.279 -0.682
H 1.513 3.754 -0.929
H 0.214 5.147 -0.622
O 2.720 6.111 0.385
S 3.767 6.862 1.043
O 5.155 6.455 0.986
O 3.353 7.095 2.602
C 3.067 5.958 3.407
C 4.332 5.208 3.784
C 3.669 8.554 0.520
H 2.351 5.300 2.903
H 2.584 6.323 4.320
H 4.808 4.769 2.905
H 4.109 4.398 4.485
H 5.060 5.886 4.242
H 2.633 8.890 0.589
H 4.012 8.603 -0.517
H 4.320 9.160 1.153
O -1.218 -8.974 5.452
S 0.192 -8.734 5.240
O 1.051 -8.225 6.288
O 0.378 -7.803 3.914
C -0.286 -6.547 3.867
C 0.390 -5.525 4.763
C 0.932 -10.211 4.592
H -1.344 -6.660 4.125
H -0.241 -6.196 2.831
H 0.306 -5.804 5.816
H -0.066 -4.538 4.641
H 1.458 -5.454 4.532
H 0.315 -10.591 3.776
H 0.975 -10.944 5.402
H 1.941 -9.981 4.247